Record 1
Entry from the OMol25 dataset: a cluster of 2 separate species, C3H9NO3S in total at a distorted geometry (ωB97M-V/def2-TZVPD).

Properties
Lowest unoccupied orbital energy in eV: 0.56
HOMO in eV: -9.038
Frontier orbital gap in eV: 9.6
Electronic energy in hartree: -798.36598
Charge: 0
ΔE to the lowest compared entry with this formula, charge and spin in kJ/mol: 95.1

The geometry in XYZ format:
```
17
Properties=species:S:1:pos:R:3:nbo_charge:R:1
N -1.25915 0.69215 -1.32532 -0.8335
C -0.37260 0.07130 -0.31091 -0.2084
C 0.86075 0.97051 -0.24767 -0.5187
S 0.77031 2.28329 1.01966 -0.0574
C -0.09030 -1.30912 -0.88341 0.7867
O 0.83042 -1.51718 -1.63561 -0.6116
O -0.97349 -2.22124 -0.49097 -0.6746
H -0.93341 0.61702 -2.26897 0.3748
H -2.20261 0.37421 -1.15840 0.3734
H -0.78877 0.08884 0.68396 0.2600
H 0.99489 1.56324 -1.15275 0.2322
H 1.83269 0.47957 -0.16495 0.2394
H -0.24709 2.94177 0.49300 0.1289
H -0.80088 -3.11887 -0.79622 0.4996
O -0.29750 -1.33666 2.16678 -0.9533
H 0.56121 -0.93771 2.01954 0.4769
H -0.49785 -1.45424 3.09713 0.4854
```

=====

Record 2
Entry from the OMol25 dataset: a cluster of 3 separate species, C3H9NO4 in total at a distorted geometry (ωB97M-V/def2-TZVPD).

Properties
Lowest unoccupied orbital energy in eV: 0.27
HOMO in eV: -10.263
Frontier orbital gap in eV: 10.5
Electronic energy in hartree: -475.39641
Charge: 0
ΔE to the lowest compared entry with this formula, charge and spin in kJ/mol: 116.7

The geometry in XYZ format:
```
17
Properties=species:S:1:pos:R:3:nbo_charge:R:1
C 1.43617 1.11830 1.42916 -0.6992
C 0.82997 1.10515 0.00201 0.6830
O 0.46261 2.17132 -0.38954 -0.5636
N 0.18972 -0.05144 -0.56608 -0.7221
C 0.76974 -1.40826 -0.48607 0.5445
O 0.94875 -1.98513 -1.51172 -0.5278
H 2.37146 1.68043 1.33118 0.2446
H 0.70911 1.56215 2.11324 0.2559
H 1.66242 0.05096 1.72351 0.1973
H -0.28473 0.13405 -1.51865 0.4400
H 1.09945 -1.79252 0.58002 0.1337
O -1.15813 -0.65723 -3.42954 -0.9576
H -1.92893 -0.36324 -2.81041 0.4780
H -1.02375 -1.61970 -3.42295 0.4917
O -2.20305 0.10147 2.65344 -0.9476
H -2.16805 0.70881 1.90598 0.4758
H -1.71277 -0.75512 2.39644 0.4733
```

=====

Record 3
Entry from the OMol25 dataset: the ion C3H9NOP with charge +1 at a distorted geometry (ωB97M-V/def2-TZVPD).

Properties
Lowest unoccupied orbital energy in eV: -5.22
HOMO in eV: -13.568
Frontier orbital gap in eV: 8.3
Electronic energy in hartree: -590.70488
Charge: +1
ΔE to the lowest compared entry with this formula, charge and spin in kJ/mol: 193.3

The geometry in XYZ format:
```
15
Properties=species:S:1:pos:R:3:nbo_charge:R:1
C -1.84304 0.61474 0.75643 0.1202
N -0.98766 0.08904 -0.07204 -0.2544
C -0.78181 -1.29478 -0.15769 -0.4895
C 0.11458 0.85860 -0.81150 0.0767
O 1.15116 0.90108 0.10873 -0.7762
P 2.24811 -0.34017 0.31521 0.5843
H -2.14322 1.67124 0.73361 0.2516
H -2.18461 -0.15559 1.50057 0.2351
H -1.38412 -1.98873 0.49400 0.2549
H 0.23598 -1.59317 0.03979 0.2619
H -0.78982 -1.70128 -1.15202 0.2597
H 0.37211 0.37719 -1.79463 0.2155
H -0.11131 1.95396 -1.14911 0.2460
H 2.67654 0.40262 1.62376 0.0223
H 3.42710 0.20527 -0.43513 -0.0083
```

=====

Record 4
Entry from the OMol25 dataset: a cluster of 2 separate species, C3H9NOS in total at a distorted geometry (ωB97M-V/def2-TZVPD).

Properties
Lowest unoccupied orbital energy in eV: 0.67
HOMO in eV: -9.045
Frontier orbital gap in eV: 9.7
Electronic energy in hartree: -647.85995
Charge: 0
ΔE to the lowest compared entry with this formula, charge and spin in kJ/mol: 100.1

The geometry in XYZ format:
```
15
Properties=species:S:1:pos:R:3:nbo_charge:R:1
N -2.12554 3.32084 1.12470 -0.8669
C -3.49218 3.56542 1.17149 0.5331
O -4.28032 2.81108 1.65680 -0.5567
H -1.60499 3.77595 0.40288 0.3899
H -1.70072 3.00902 1.98360 0.4045
H -3.78707 4.52414 0.66714 0.0962
C 0.67034 -2.50341 -0.16512 -0.6248
C 1.82110 -1.73830 -0.66732 -0.4731
S 3.35807 -2.53512 -1.41013 -0.1023
H 0.34741 -3.28041 -0.85883 0.2179
H 0.90636 -2.96905 0.79776 0.2085
H -0.16681 -1.80383 0.00220 0.2225
H 2.28083 -1.15131 0.11273 0.2103
H 1.51056 -1.18434 -1.55810 0.2131
H 3.50185 -1.72200 -2.49272 0.1279
```

=====

Record 5
Entry from the OMol25 dataset: a cluster of 2 separate species, C3H9NOS in total at a distorted geometry (ωB97M-V/def2-TZVPD).

Properties
Lowest unoccupied orbital energy in eV: 0.62
HOMO in eV: -8.875
Frontier orbital gap in eV: 9.5
Electronic energy in hartree: -647.77083
Charge: 0
ΔE to the lowest compared entry with this formula, charge and spin in kJ/mol: 334.1

The geometry in XYZ format:
```
15
Properties=species:S:1:pos:R:3:nbo_charge:R:1
C -1.46193 -2.35103 -0.35799 -0.2662
O -1.15068 -1.33682 0.59699 -0.6888
S -1.08134 0.22240 0.10692 0.6366
N -2.58902 1.03097 0.30775 -0.9924
H -0.88984 -3.27970 0.06603 0.1964
H -0.95236 -1.86240 -1.32785 0.1864
H -2.53272 -2.61556 -0.42702 0.1880
H -2.87677 1.42402 -0.65328 0.3720
H -2.51866 1.85036 0.87421 0.3738
C 2.98843 1.05920 0.74954 -0.3923
C 2.36364 1.32655 -0.41559 -0.3866
H 3.99483 0.94145 0.71213 0.1854
H 2.39386 0.76055 1.65755 0.2013
H 3.03305 1.43234 -1.35231 0.1899
H 1.27950 1.39766 -0.53708 0.1965
```

=====

Record 6
Entry from the OMol25 dataset: the molecule C3H9NOS2 at a distorted geometry (ωB97M-V/def2-TZVPD).

Properties
Lowest unoccupied orbital energy in eV: 0.50
HOMO in eV: -8.756
Frontier orbital gap in eV: 9.3
Electronic energy in hartree: -1046.05077
Charge: 0
ΔE to the lowest compared entry with this formula, charge and spin in kJ/mol: 91.5

The geometry in XYZ format:
```
16
Properties=species:S:1:pos:R:3:nbo_charge:R:1
N 0.53056 0.27632 1.43311 -0.8694
C 1.06047 0.34356 0.11348 -0.0832
C 1.90594 1.59143 -0.16056 -0.0566
O 3.23935 1.39755 0.21967 -0.7166
C 0.02814 0.20284 -1.03601 -0.5398
S -0.98045 -1.31493 -0.88807 0.0890
S -2.43596 -0.70091 0.54337 -0.1381
H 0.65202 -0.54421 1.97649 0.3915
H 0.25440 1.12790 1.86823 0.3759
H 1.70497 -0.54156 0.00857 0.2014
H 1.49650 2.44733 0.41515 0.1500
H 1.74859 1.86668 -1.20959 0.1556
H 3.80192 2.11751 -0.02064 0.4730
H -0.61771 1.08638 -0.98196 0.2187
H 0.53096 0.17385 -1.99797 0.2248
H -3.47345 -0.71903 -0.32350 0.1240
```

=====

Record 7
Entry from the OMol25 dataset: the molecule C3H9NOSi2 at a distorted geometry (ωB97M-V/def2-TZVPD).

Properties
Lowest unoccupied orbital energy in eV: 0.20
HOMO in eV: -9.041
Frontier orbital gap in eV: 9.2
Electronic energy in hartree: -828.55726
Charge: 0
ΔE to the lowest compared entry with this formula, charge and spin in kJ/mol: 201.1

The geometry in XYZ format:
```
16
Properties=species:S:1:pos:R:3:nbo_charge:R:1
C -2.26204 0.19463 1.09045 -0.0462
N -1.05971 0.67484 0.76830 -0.4672
C 0.19174 0.08431 -0.05266 0.5279
C 1.37087 0.65137 -0.55196 -0.7024
Si 1.66807 2.49983 -0.28627 0.8215
O -0.03695 -1.13015 -0.41094 -0.8711
Si -0.37776 -2.62525 0.05490 1.2544
H -2.89636 0.83672 1.60175 0.1919
H -2.44409 -0.91757 0.97466 0.1481
H 1.98231 0.00461 -1.05403 0.2336
H 2.90420 2.79500 0.54775 -0.1609
H 0.40078 3.18662 0.24546 -0.1298
H 1.88200 3.20666 -1.59543 -0.1713
H 0.87067 -3.38506 0.25519 -0.2108
H -1.16968 -3.36222 -0.85914 -0.1915
H -0.87820 -2.40231 1.33656 -0.2263
```

=====

Record 8
Entry from the OMol25 dataset: a cluster of 2 separate species, C3H9NS in total at a distorted geometry (ωB97M-V/def2-TZVPD).

Properties
Lowest unoccupied orbital energy in eV: 0.78
HOMO in eV: -8.472
Frontier orbital gap in eV: 9.2
Electronic energy in hartree: -572.55922
Charge: 0
ΔE to the lowest compared entry with this formula, charge and spin in kJ/mol: 212.3

The geometry in XYZ format:
```
14
Properties=species:S:1:pos:R:3:nbo_charge:R:1
C -2.38356 3.28813 1.94409 -0.0546
N -3.46458 2.50378 1.97913 -0.6107
H -1.47784 3.06092 2.59349 0.1706
H -2.23494 4.12686 1.26266 0.1508
H -4.14617 2.58751 1.22672 0.3440
C 1.54304 -0.47331 -0.36413 -0.8106
S 1.08571 -1.17608 -1.87599 0.2263
C 1.45291 -2.93415 -1.70905 -0.7734
H 1.11489 -1.01287 0.50906 0.2228
H 2.75597 -0.43738 -0.25620 0.2081
H 1.27413 0.64663 -0.19442 0.2520
H 2.51497 -3.19340 -1.78376 0.2162
H 1.05551 -3.54181 -2.47503 0.2384
H 0.90996 -3.44481 -0.85658 0.2201
```

=====

Record 9
Entry from the OMol25 dataset: a structure of composition C3H9NS at a distorted geometry (ωB97M-V/def2-TZVPD).

Properties
Lowest unoccupied orbital energy in eV: 0.45
HOMO in eV: -8.096
Frontier orbital gap in eV: 8.5
Electronic energy in hartree: -572.45772
Charge: 0
ΔE to the lowest compared entry with this formula, charge and spin in kJ/mol: 478.8

The geometry in XYZ format:
```
14
Properties=species:S:1:pos:R:3:nbo_charge:R:1
C 0.55380 0.74920 0.69975 -0.2478
C -0.56455 0.18039 -0.13198 -0.3884
C 0.40350 -1.58050 -0.92346 -0.6630
S -0.26883 -2.91337 -0.00498 0.0497
N 0.28692 2.17691 0.88409 -0.8259
H 0.53835 0.27133 1.67454 0.2017
H 1.49784 0.51569 0.19575 0.2040
H -1.11122 0.97905 -0.64502 0.2304
H -1.27456 -0.35973 0.47348 0.2388
H -0.22594 -0.41691 -1.08726 0.2233
H 0.32065 -1.89596 -1.96847 0.1996
H -1.52028 -2.99008 -0.50812 0.0750
H 1.06489 2.62840 1.35479 0.3585
H 0.29943 2.65557 -0.01311 0.3441
```

=====

Record 10
Entry from the OMol25 dataset: the molecule C3H9NS at a distorted geometry (ωB97M-V/def2-TZVPD).

Properties
Lowest unoccupied orbital energy in eV: 0.87
HOMO in eV: -8.669
Frontier orbital gap in eV: 9.5
Electronic energy in hartree: -572.59016
Charge: 0
ΔE to the lowest compared entry with this formula, charge and spin in kJ/mol: 131.1

The geometry in XYZ format:
```
14
Properties=species:S:1:pos:R:3:nbo_charge:R:1
C -0.56822 -0.91277 -1.09531 -0.6283
C 0.12598 -0.01477 -0.17792 -0.0921
N -0.04911 1.50292 -0.36662 -0.8538
C -0.08943 -0.50661 1.23017 -0.4663
S 0.79071 0.69182 2.42641 -0.0783
H -0.31108 -2.04557 -0.99565 0.2297
H -0.41238 -0.69598 -2.21058 0.2175
H -1.69280 -0.79919 -1.02747 0.2078
H 1.20736 -0.04532 -0.50829 0.1847
H 0.91295 1.91192 -0.52390 0.3603
H -0.65624 1.72195 -1.22697 0.3682
H -1.12642 -0.77358 1.49663 0.2207
H 0.33923 -1.40998 1.44462 0.2118
H 1.52944 1.37515 1.53489 0.1182
```

=====

Record 11
Entry from the OMol25 dataset: a cluster of 2 separate species, C3H9NS in total at a distorted geometry (ωB97M-V/def2-TZVPD).

Properties
Lowest unoccupied orbital energy in eV: 1.02
HOMO in eV: -8.855
Frontier orbital gap in eV: 9.9
Electronic energy in hartree: -572.59867
Charge: 0
ΔE to the lowest compared entry with this formula, charge and spin in kJ/mol: 108.7

The geometry in XYZ format:
```
14
Properties=species:S:1:pos:R:3:nbo_charge:R:1
C 3.59441 -0.28329 1.18077 -0.0443
N 2.67460 -0.46961 0.33362 -0.5906
H 4.05725 -1.07347 1.77269 0.1479
H 3.95438 0.73155 1.31981 0.1606
H 2.43298 -1.46249 0.31335 0.3272
C -1.49040 -0.00057 0.23246 -0.6204
C -1.59152 0.46819 -1.20260 -0.5030
S -3.30181 0.51787 -1.81923 -0.0541
H -1.67621 -1.07235 0.30082 0.2139
H -2.08085 0.65124 0.87650 0.2063
H -0.44680 0.13633 0.55740 0.2220
H -1.12074 -0.26042 -1.86534 0.2152
H -1.09503 1.42282 -1.34021 0.2092
H -3.91024 0.69420 -0.66004 0.1100
```

=====

Record 12
Entry from the OMol25 dataset: a cluster of 2 separate species, C3H9NS2 in total (ωB97M-V/def2-TZVPD).

Properties
Lowest unoccupied orbital energy in eV: 0.37
HOMO in eV: -9.094
Frontier orbital gap in eV: 9.5
Electronic energy in hartree: -970.78974
Charge: 0
ΔE to the lowest compared entry with this formula, charge and spin in kJ/mol: 110.2

The geometry in XYZ format:
```
15
Properties=species:S:1:pos:R:3:nbo_charge:R:1
C 1.02656 1.85556 1.12290 -0.3943
C 1.29735 0.56045 1.17095 -0.1661
C 0.28949 -0.52604 0.93953 -0.2635
N 0.83053 -1.48387 -0.02674 -0.8341
H 1.81068 2.58042 1.29598 0.1975
H 0.02798 2.21255 0.90894 0.1910
H 2.31175 0.23133 1.37426 0.1872
H 0.02408 -0.99110 1.89816 0.1693
H -0.62362 -0.10694 0.52329 0.1984
H 0.19843 -2.25297 -0.20801 0.3578
H 1.69765 -1.88569 0.31470 0.3499
S -1.37948 0.65105 -2.58888 -0.1109
S -2.44808 -0.66980 -1.42610 -0.1369
H -1.39858 -0.05533 -3.73015 0.1263
H -3.66474 -0.11960 -1.56881 0.1283
```

=====

The highest electronic energy belongs to which entry?
C3H9NO4